The following is a DFT calculation (the ωB97M-V functional and the def2-TZVPD basis) of one molecule with the formula C6H8 in a non-equilibrium geometry.

Calculated values
largest force on an atom	3.6	eV/Å
frontier orbital gap (spin up / spin down)	7.57 / 7.25	eV
multiplicity	1
HOMO level (spin up / spin down)	-8.4 / -7.5	eV
molar mass	80.13	g/mol
energy above the lowest of the compared OMol25 structures with the same formula, charge and spin	4.891	eV

Last column: Löwdin charge in e.
Geometry (Å):
C (1.4043, 0.0826, 0.7866)  -0.25
C (2.1598, 0.8455, 1.5763)  0.09
C (-1.2631, -1.2483, -1.5655)  0.03
C (-0.1545, -1.1420, -0.8968)  -0.14
C (0.1743, -0.0680, 0.0544)  -0.24
C (-0.7546, 1.0056, 0.5194)  -0.08
H (1.9255, -0.9109, 0.8229)  0.11
H (2.4326, 1.8778, 1.3189)  0.03
H (-1.4566, -1.9725, -2.2454)  0.03
H (-2.0063, -0.5064, -1.5224)  0.05
H (0.5983, -1.8645, -1.0475)  0.09
H (-0.1230, 1.8597, 1.0400)  0.11
H (-1.4893, 0.6669, 1.3333)  0.11
H (-1.4474, 1.3746, -0.1741)  0.04